<w>
{
  "formula": "C5H14N2",
  "method": "ωB97M-V with the def2-TZVPD basis set",
  "gap_ev": 9.212,
  "smiles": "CCNC[C@@H](C)N",
  "species": ["C", "C", "N", "C", "C", "C", "N", "H", "H", "H", "H", "H", "H", "H", "H", "H", "H", "H", "H", "H", "H"],
  "positions_angstrom": [[1.002, 2.148, -1.456], [1.665, 0.787, -1.271], [1.221, 0.073, -0.099], [0.371, -1.092, 0.018], [-0.757, -0.816, 1.031], [-1.995, -0.220, 0.405], [-1.102, -2.096, 1.719], [-0.067, 2.024, -1.579], [1.414, 2.620, -2.351], [1.196, 2.793, -0.600], [2.745, 0.980, -1.241], [1.422, 0.127, -2.098], [1.262, 0.617, 0.750], [-0.084, -1.299, -0.942], [0.937, -1.890, 0.513], [-0.399, -0.190, 1.848], [-1.755, 0.609, -0.265], [-2.577, -0.965, -0.132], [-2.641, 0.206, 1.175], [-0.240, -2.540, 2.016], [-1.618, -1.874, 2.562]]
}


<x>
{
  "formula": "C5H14N2",
  "method": "ωB97M-V with the def2-TZVPD basis set",
  "gap_ev": 9.643,
  "smiles": "CC(C)NCCN",
  "species": ["C", "C", "C", "N", "C", "C", "N", "H", "H", "H", "H", "H", "H", "H", "H", "H", "H", "H", "H", "H", "H"],
  "positions_angstrom": [[0.176, 0.695, 1.958], [-0.525, -0.534, 1.163], [-0.258, -1.795, 1.867], [-0.018, -0.575, -0.207], [-0.867, 0.205, -1.153], [0.013, 0.474, -2.418], [1.301, 0.982, -2.033], [-0.225, 0.839, 2.936], [1.250, 0.516, 2.224], [0.125, 1.427, 1.224], [-1.584, -0.213, 0.964], [-0.117, -2.779, 1.266], [0.782, -1.753, 2.127], [-0.882, -2.114, 2.736], [0.881, -0.047, -0.251], [-1.718, -0.396, -1.434], [-0.979, 1.271, -0.690], [-0.644, 1.290, -2.836], [0.105, -0.489, -3.015], [1.892, 1.058, -2.815], [1.293, 1.937, -1.614]]
}


<y>
{
  "formula": "C5H14N2",
  "method": "ωB97M-V with the def2-TZVPD basis set",
  "gap_ev": [8.238, 8.246],
  "species": ["C", "C", "C", "C", "H", "H", "H", "H", "H", "H", "H", "H", "H", "H", "C", "N", "N", "H", "H", "H", "H"],
  "positions_angstrom": [[0.976, -0.752, 0.141], [0.841, -2.232, 0.402], [1.096, 0.102, 1.247], [-0.446, 2.225, -0.942], [1.528, -0.475, -0.749], [0.105, -2.425, 1.186], [0.551, -2.802, -0.481], [1.793, 0.933, 1.187], [-0.060, 0.998, 1.315], [1.007, -0.336, 2.238], [0.596, 2.091, -0.632], [-0.534, 2.030, -2.009], [-0.726, 3.263, -0.740], [1.801, -2.628, 0.749], [-0.916, -0.741, -1.173], [-1.363, 1.344, -0.222], [-1.140, 1.404, 1.050], [-1.811, 0.798, 1.529], [-0.251, -1.407, -1.712], [-1.593, -1.272, -0.511], [-1.453, -0.117, -1.873]]
}


Of them, <w> has the highest stability.


<w>
{
  "formula": "C5H14N2",
  "method": "ωB97M-V with the def2-TZVPD basis set",
  "gap_ev": 10.002,
  "smiles": "C=CC.CNCN",
  "species": ["C", "C", "C", "H", "H", "H", "H", "H", "H", "C", "N", "C", "N", "H", "H", "H", "H", "H", "H", "H", "H"],
  "positions_angstrom": [[-2.102, 0.733, 2.890], [-0.859, 0.156, 2.857], [0.434, 0.683, 2.236], [-2.871, 0.320, 3.504], [-2.266, 1.706, 2.487], [-0.754, -0.874, 3.315], [0.877, -0.093, 1.639], [0.263, 1.615, 1.603], [1.188, 0.874, 3.034], [0.748, 1.107, -1.004], [1.293, -0.049, -1.715], [0.389, -0.723, -2.644], [-0.197, -1.977, -2.175], [1.481, 1.459, -0.232], [0.523, 1.988, -1.644], [-0.163, 0.774, -0.461], [2.135, 0.214, -2.191], [1.025, -1.013, -3.515], [-0.428, -0.071, -2.990], [0.490, -2.611, -1.886], [-0.835, -1.837, -1.448]]
}


<x>
{
  "formula": "C5H14N2",
  "method": "ωB97M-V with the def2-TZVPD basis set",
  "gap_ev": 9.351,
  "smiles": "CNCCN(C)C",
  "species": ["C", "N", "C", "C", "N", "C", "C", "H", "H", "H", "H", "H", "H", "H", "H", "H", "H", "H", "H", "H", "H"],
  "positions_angstrom": [[2.874, -1.028, -0.533], [1.576, -0.373, -0.627], [0.482, -1.182, -0.098], [-0.885, -0.495, -0.281], [-0.930, 0.876, 0.146], [-0.855, 1.010, 1.584], [-2.039, 1.594, -0.446], [2.915, -1.998, -1.049], [3.087, -1.208, 0.518], [3.620, -0.357, -0.949], [1.346, -0.131, -1.582], [0.658, -1.423, 0.945], [0.410, -2.130, -0.667], [-1.162, -0.602, -1.325], [-1.597, -1.126, 0.281], [0.108, 0.654, 1.953], [-0.992, 2.052, 1.860], [-1.626, 0.423, 2.087], [-1.886, 1.646, -1.523], [-2.069, 2.621, -0.098], [-3.034, 1.180, -0.198]]
}


Of them, <x> has the highest stability.


<w>
{
  "formula": "C5H14N2",
  "method": "ωB97M-V with the def2-TZVPD basis set",
  "gap_ev": 9.356,
  "smiles": "CNCC(C)(C)N",
  "species": ["C", "N", "C", "C", "C", "C", "N", "H", "H", "H", "H", "H", "H", "H", "H", "H", "H", "H", "H", "H", "H"],
  "positions_angstrom": [[0.058, -1.084, -2.298], [0.850, -0.061, -1.642], [-0.053, 0.842, -0.490], [0.135, 0.113, 0.790], [-0.762, -1.091, 1.008], [-0.557, 1.534, 1.686], [1.460, -0.105, 1.213], [0.567, -1.460, -3.197], [-0.082, -1.941, -1.629], [-0.932, -0.728, -2.627], [1.149, 0.615, -2.347], [-1.071, 0.839, -0.871], [0.446, 1.807, -0.560], [-1.794, -0.863, 0.733], [-0.421, -1.932, 0.400], [-0.744, -1.409, 2.055], [-1.605, 1.305, 1.890], [-0.502, 2.564, 1.328], [-0.046, 1.566, 2.652], [2.127, 0.547, 0.814], [1.776, -1.061, 1.092]]
}


<x>
{
  "formula": "C5H14N2",
  "method": "ωB97M-V with the def2-TZVPD basis set",
  "gap_ev": 9.181,
  "smiles": "C[C@@H](CN)N(C)C",
  "species": ["C", "C", "C", "N", "N", "C", "C", "H", "H", "H", "H", "H", "H", "H", "H", "H", "H", "H", "H", "H", "H"],
  "positions_angstrom": [[0.609, -1.325, 0.826], [0.245, 0.087, 0.359], [1.291, 0.678, -0.578], [2.575, 0.829, 0.101], [-1.063, 0.147, -0.294], [-1.499, -1.031, -1.059], [-2.152, 0.676, 0.498], [0.127, -1.656, 1.753], [0.324, -2.210, 0.236], [1.690, -1.446, 0.913], [0.212, 0.688, 1.270], [0.859, 1.691, -0.668], [1.394, 0.258, -1.571], [3.223, 1.524, -0.215], [2.477, 1.015, 1.089], [-0.767, -1.301, -1.823], [-1.680, -1.824, -0.335], [-2.402, -0.822, -1.631], [-1.959, 1.731, 0.741], [-3.051, 0.697, -0.112], [-2.289, 0.185, 1.476]]
}


<y>
{
  "formula": "C5H14N2",
  "method": "ωB97M-V with the def2-TZVPD basis set",
  "gap_ev": 8.956,
  "smiles": "CC[C@H](N)CNC",
  "species": ["C", "C", "C", "N", "C", "N", "C", "H", "H", "H", "H", "H", "H", "H", "H", "H", "H", "H", "H", "H", "H"],
  "positions_angstrom": [[-1.328, 2.733, -0.155], [-0.138, 1.894, -0.324], [-0.168, 0.310, -0.179], [-0.427, -0.123, 1.212], [1.209, -0.442, -0.581], [0.979, -1.813, -0.680], [0.605, -2.774, 0.445], [-2.001, 2.781, -1.046], [-1.048, 3.610, 0.417], [-1.979, 2.191, 0.586], [0.730, 2.212, 0.251], [0.069, 2.128, -1.442], [-1.038, 0.012, -0.800], [0.118, -0.863, 1.689], [-1.415, -0.538, 1.324], [1.902, -0.189, 0.336], [1.657, 0.034, -1.550], [0.716, -2.174, -1.645], [-0.549, -2.681, 0.581], [1.259, -2.351, 1.311], [0.846, -3.955, 0.248]]
}


Of them, <x> has the highest stability.